Entry 1:
Computed, not measured: a structure of composition C14H17BrFN2OSiZn, with ωB97M-V with the def2-TZVPD basis set.

Output
2S+1	1
lowest unoccupied orbital energy	-0.149	Eh
HOMO	-10.441	eV
total charge	+1

CARTESIAN COORDINATES (ANGSTROEM)
Zn: -0.83 -0.05 -0.26
C: 2.92 1.47 -1.22
Si: 2.01 -0.19 -1.34
C: 3.31 -1.48 -1.70
C: 0.90 0.02 -2.80
N: 0.95 -0.57 0.05
C: 1.41 -0.70 1.34
C: 2.77 -0.78 1.60
C: 3.29 -0.74 2.88
C: 2.40 -0.65 3.99
C: 1.02 -0.61 3.74
C: 0.56 -0.74 2.45
F: -0.81 -0.91 2.19
H: 3.46 1.68 -2.17
H: 3.69 1.45 -0.43
H: 2.22 2.28 -1.02
H: 4.30 -1.01 -1.62
H: 3.23 -1.74 -2.74
H: 3.29 -2.34 -1.03
H: 1.55 0.11 -3.70
H: 0.28 0.91 -2.83
H: 0.29 -0.91 -2.96
H: 3.40 -0.97 0.75
H: 4.37 -0.72 3.06
H: 2.75 -0.76 5.00
H: 0.31 -0.61 4.56
O: -6.61 1.33 -0.07
C: -5.32 0.95 -0.27
C: -5.01 -0.38 -0.61
C: -3.68 -0.69 -0.80
N: -2.69 0.22 -0.59
C: -3.01 1.57 -0.45
Br: -1.48 2.83 -0.50
C: -4.34 1.95 -0.33
H: -7.23 0.58 -0.01
H: -5.78 -1.14 -0.74
H: -3.30 -1.66 -1.16
H: -4.59 3.00 -0.27

Atom charges from the natural (NBO) analysis, given in e for atoms 1 to 5: 1.585 -1.134 1.805 -1.156 -1.187

Entry 2:
Computed, not measured: the ion C2H7N4O with charge +1, with ωB97M-V with the def2-TZVPD basis set.

Output
2S+1	1
lowest unoccupied orbital energy	-0.140	Eh
SMILES string	[H]/N=C1/CO[N@@H+](N)N1
HOMO	-15.518	eV
total charge	+1

CARTESIAN COORDINATES (ANGSTROEM)
C: 1.19 0.19 0.31
C: 0.62 1.04 -0.75
N: 2.28 -0.38 0.47
N: -0.16 -0.21 1.21
N: -1.28 -1.30 -0.47
N: -1.15 -0.08 0.22
O: -0.80 1.05 -0.61
H: 1.03 2.05 -0.50
H: 0.71 0.80 -1.92
H: 2.36 -0.83 1.41
H: -0.30 0.42 2.06
H: -1.99 -1.23 -1.18
H: -0.36 -1.50 -0.86
H: -2.15 -0.02 0.62

Atom charges from the natural (NBO) analysis, given in e for atoms 1 to 5: 0.386 -0.224 -0.509 -0.499 -0.592

Entry 3:
Computed, not measured: a cluster of 2 separate species, C10H14BrISi in total, with ωB97M-V with the def2-TZVPD basis set.

Output
2S+1	1
lowest unoccupied orbital energy	-0.059	Eh
HOMO	-7.990	eV

CARTESIAN COORDINATES (ANGSTROEM)
C: -0.86 -2.41 2.31
C: -0.26 -2.88 1.13
C: -1.72 -1.32 2.38
C: -0.59 -2.26 -0.08
C: -1.83 -0.64 1.15
C: -1.27 -1.05 -0.05
C: 2.26 2.20 0.61
C: 1.10 1.85 -0.22
C: 1.40 0.65 -1.19
C: 0.17 0.65 -2.28
Si: -1.31 -0.17 -1.60
Br: -2.41 -1.31 -3.13
I: -3.07 2.99 -0.57
H: -0.42 -2.80 3.27
H: 0.43 -3.80 1.04
H: -2.23 -1.02 3.28
H: -0.09 -2.58 -0.99
H: -2.41 0.21 1.09
H: 2.24 1.52 1.40
H: 3.23 2.05 0.08
H: 2.53 3.18 0.97
H: 0.79 2.74 -0.83
H: 0.05 1.73 0.31
H: 2.32 0.96 -1.64
H: 1.37 -0.30 -0.59
H: 0.55 0.13 -3.18
H: 0.04 1.68 -2.67

Atom charges from the natural (NBO) analysis, given in e for atoms 1 to 5: -0.176 -0.221 -0.204 -0.174 -0.133

Entry 4:
Computed, not measured: a cluster of 2 separate species, C2H4O3S3 in total, with ωB97M-V with the def2-TZVPD basis set.

Output
2S+1	1
lowest unoccupied orbital energy	0.002	Eh
SMILES string	O=C1S[C@]1(O)S.OS
HOMO	-8.927	eV

CARTESIAN COORDINATES (ANGSTROEM)
C: 0.22 -0.90 -0.01
C: 1.00 0.26 -0.20
O: -0.44 -1.84 -0.30
O: 2.24 0.36 -0.78
O: -1.75 0.42 0.31
S: 0.18 1.78 -0.63
S: 0.96 -0.48 1.54
S: -3.00 -0.56 0.08
H: 2.92 -0.39 -0.43
H: 1.40 2.31 -0.76
H: -1.63 0.69 1.30
H: -2.10 -1.65 -0.12

Atom charges from the natural (NBO) analysis, given in e for atoms 1 to 5: 0.441 -0.001 -0.517 -0.691 -0.897

Entry 5:
Computed, not measured: the molecule C2H2NPS, with ωB97M-V with the def2-TZVPD basis set.

Output
2S+1	1
lowest unoccupied orbital energy (alpha / beta)	-0.063 / -0.063	Eh
HOMO (alpha / beta)	-9.430 / -9.431	eV

CARTESIAN COORDINATES (ANGSTROEM)
C: 0.34 -0.36 0.80
C: 0.33 -0.35 -0.51
N: 0.84 -1.34 1.66
P: 2.05 -2.30 1.30
S: 2.39 -2.25 -0.73
H: -0.22 0.34 1.27
H: 0.76 -0.08 -1.42

Atom charges from the natural (NBO) analysis, given in e for atoms 1 to 5: -0.093 0.060 -0.944 0.967 -0.474

Entry 6:
Computed, not measured: a cluster of 4 separate species, C20H45BrN2O7P in total, with ωB97M-V with the def2-TZVPD basis set.

Output
2S+1	1
lowest unoccupied orbital energy	-0.177	Eh
HOMO	-10.412	eV
total charge	+1

CARTESIAN COORDINATES (ANGSTROEM)
C: 0.34 -1.39 0.46
C: 0.15 -0.19 -0.27
C: 0.88 -0.11 -1.66
C: 0.16 0.56 -2.92
C: 1.38 0.35 -3.95
P: 1.23 -0.04 -5.80
O: 0.45 1.24 -6.58
Br: 3.41 -0.19 -6.49
N: 2.50 0.48 -3.25
C: 2.24 0.73 -1.78
N: 3.47 0.21 -1.15
C: 3.55 -1.27 -1.15
C: 5.06 -1.82 -0.97
H: 0.52 -1.42 1.57
H: 0.25 -2.35 -0.13
H: -0.53 0.62 0.13
H: 0.94 -1.20 -1.97
H: 0.21 1.68 -2.66
H: -0.87 0.22 -3.24
H: -0.45 0.89 -6.79
H: 3.48 0.39 -3.56
H: 2.06 1.83 -1.54
H: 3.61 0.60 -0.21
H: 2.96 -1.68 -0.27
H: 3.14 -1.77 -2.08
H: 5.02 -2.77 -0.37
H: 5.67 -1.00 -0.48
H: 5.46 -2.07 -2.01
C: -4.03 -0.31 -0.66
O: -3.13 -0.73 0.35
C: -3.68 -0.60 1.66
C: -4.20 -1.94 2.18
O: -5.30 -2.40 1.41
C: -4.93 -3.38 0.44
H: -3.68 -0.71 -1.62
H: -5.04 -0.68 -0.49
H: -4.05 0.78 -0.72
H: -4.47 0.16 1.68
H: -2.87 -0.26 2.32
H: -4.56 -1.80 3.20
H: -3.40 -2.69 2.20
H: -4.80 -4.35 0.93
H: -4.00 -3.11 -0.08
H: -5.73 -3.46 -0.29
C: -7.84 -0.95 2.78
O: -9.21 -0.59 2.85
C: -9.52 0.16 4.02
C: -9.59 1.65 3.72
O: -8.32 2.17 3.33
C: -8.19 2.30 1.92
H: -7.62 -1.24 1.75
H: -7.18 -0.12 3.05
H: -7.64 -1.80 3.44
H: -8.79 -0.05 4.81
H: -10.50 -0.18 4.37
H: -9.88 2.18 4.63
H: -10.35 1.86 2.96
H: -8.72 3.20 1.58
H: -8.59 1.43 1.39
H: -7.13 2.40 1.68
C: 9.56 -0.36 -0.90
O: 8.60 0.18 0.00
C: 9.20 0.75 1.16
C: 9.31 2.27 1.04
O: 10.20 2.65 0.00
C: 9.52 3.01 -1.20
H: 9.08 -0.50 -1.87
H: 10.42 0.30 -1.03
H: 9.91 -1.33 -0.53
H: 10.18 0.31 1.35
H: 8.55 0.51 2.01
H: 9.72 2.66 1.97
H: 8.32 2.72 0.89
H: 9.11 4.02 -1.11
H: 8.71 2.31 -1.43
H: 10.24 2.99 -2.02

Atom charges from the Mulliken analysis, given in e for atoms 1 to 5: -1.001 -0.244 0.388 -0.733 0.410

Entry 7:
Computed, not measured: a cluster of 3 separate species, CH5BrSi in total, with ωB97M-V with the def2-TZVPD basis set.

Output
2S+1	1
lowest unoccupied orbital energy	-0.004	Eh
HOMO	-8.629	eV

CARTESIAN COORDINATES (ANGSTROEM)
C: 0.95 -2.15 -0.38
Si: 1.45 -0.48 -0.61
Br: 3.33 0.28 0.35
H: -0.08 -2.30 -0.65
H: -2.63 -2.09 0.72
H: 1.53 -3.04 -0.10
H: 0.56 0.56 -0.95
H: -2.18 -1.38 1.00

Atom charges from the natural (NBO) analysis, given in e for atoms 1 to 5: -1.084 1.065 -0.294 0.229 -0.001

Entry 8:
Computed, not measured: a structure of composition C16H33NOP2Pb, with ωB97M-V with the def2-TZVPD basis set.

Output
2S+1	1
lowest unoccupied orbital energy (alpha / beta)	-0.061 / -0.033	Eh
HOMO (alpha / beta)	-6.849 / -7.160	eV

CARTESIAN COORDINATES (ANGSTROEM)
Pb: -0.43 -0.01 0.27
P: -0.22 -2.17 2.14
P: 0.41 1.99 -1.84
N: 0.75 -0.99 -1.54
H: -1.71 1.20 1.97
C: -1.77 -3.14 2.22
H: -1.72 -3.84 3.06
H: -1.90 -3.68 1.27
H: -2.61 -2.45 2.35
C: 0.12 -1.79 3.89
H: -0.09 -2.67 4.51
H: -0.53 -0.96 4.20
H: 1.17 -1.48 4.01
C: 1.03 -3.42 1.69
H: 1.06 -4.22 2.44
H: 2.02 -2.94 1.62
H: 0.79 -3.84 0.70
C: -1.07 2.24 -2.90
H: -0.91 3.11 -3.55
H: -1.95 2.40 -2.25
H: -1.23 1.34 -3.50
C: 0.73 3.70 -1.28
H: 0.63 4.38 -2.13
H: 1.73 3.78 -0.84
H: -0.02 3.95 -0.51
C: 1.70 1.72 -3.12
H: 1.69 2.55 -3.85
H: 1.49 0.76 -3.61
H: 2.68 1.65 -2.64
C: 1.40 -1.96 -2.11
C: 1.38 -3.94 -3.60
C: 0.71 -2.96 -2.90
C: 2.85 -2.09 -2.05
C: 3.51 -3.08 -2.76
C: 2.79 -4.01 -3.53
H: 0.82 -4.65 -4.21
H: -0.38 -2.86 -2.94
H: 3.39 -1.36 -1.46
H: 4.60 -3.15 -2.73
H: 3.31 -4.80 -4.08
C: -2.31 2.00 1.42
O: -1.75 2.02 0.16
C: -3.75 1.48 1.44
H: -4.38 2.05 2.14
H: -3.75 0.43 1.77
H: -4.20 1.52 0.44
C: -2.07 3.27 2.23
H: -2.44 4.17 1.71
H: -1.00 3.41 2.42
H: -2.58 3.20 3.20
C: 1.55 0.84 0.97
H: 1.97 0.05 1.60
H: 1.34 1.74 1.57
H: 2.19 1.06 0.12

Atom charges from the natural (NBO) analysis, given in e for atoms 1 to 5: 1.228 0.898 0.922 -0.662 0.069

Entry 9:
Computed, not measured: the molecule C5H4O2, with ωB97M-V with the def2-TZVPD basis set.

Output
2S+1	1
lowest unoccupied orbital energy (alpha / beta)	-0.052 / -0.052	Eh
HOMO (alpha / beta)	-8.839 / -8.836	eV

CARTESIAN COORDINATES (ANGSTROEM)
C: 0.64 -0.78 0.96
C: -0.51 -0.16 -0.90
C: 1.76 -0.43 1.59
C: 0.62 -0.75 -0.69
C: -1.44 0.93 -0.86
O: 2.81 -0.35 2.10
O: 1.56 -1.28 -1.19
H: -0.20 -0.97 1.52
H: -1.07 1.99 -0.80
H: -2.05 0.88 -1.72
H: -2.11 0.93 0.00

Atom charges from the natural (NBO) analysis, given in e for atoms 1 to 5: -0.576 0.215 0.747 0.354 -0.736

Entry 10:
Computed, not measured: the molecule C16H15N3OS3, with ωB97M-V with the def2-TZVPD basis set.

Output
2S+1	1
lowest unoccupied orbital energy	0.002	Eh
SMILES string	Cc1ccccc1CSc1nnc(NC(=O)Cc2cccs2)s1
HOMO	-7.658	eV

CARTESIAN COORDINATES (ANGSTROEM)
C: 1.04 -4.40 0.72
C: 1.39 -2.90 0.78
C: 2.44 -2.42 0.17
C: 2.95 -1.16 0.36
C: 2.32 -0.36 1.01
C: 1.10 -0.86 1.83
C: 0.77 -2.16 1.79
C: -0.65 -2.73 2.15
H: -1.03 -2.03 2.90
H: -0.49 -3.60 2.69
S: -2.13 -3.01 1.05
C: -2.30 -1.44 0.50
N: -1.70 -0.23 1.09
N: -2.25 0.92 0.68
C: -2.73 0.75 -0.60
N: -3.08 1.82 -1.17
C: -2.54 3.23 -1.34
O: -3.12 3.90 -2.08
C: -1.68 3.54 -0.52
C: -0.30 3.10 -0.93
C: 0.64 3.81 -1.79
C: 1.68 3.11 -2.01
C: 1.59 1.85 -1.84
S: 0.25 1.44 -0.83
H: 2.25 0.95 -2.35
H: 2.51 3.70 -2.80
H: 0.65 4.99 -1.89
H: -1.85 2.99 0.51
H: -1.51 4.57 -0.18
H: -3.76 1.66 -1.99
S: -3.15 -0.92 -1.02
H: 0.42 -0.27 2.26
H: 2.38 0.70 1.32
H: 3.96 -0.83 -0.09
H: 3.26 -3.20 -0.34
H: -0.15 -4.58 0.28
H: 1.06 -5.05 1.45
H: 1.74 -4.87 0.25

Atom charges from the natural (NBO) analysis, given in e for atoms 1 to 5: -0.606 -0.039 -0.175 -0.249 -0.196

Entry 11:
Computed, not measured: a cluster of 2 separate species, CH3O2S in total, with ωB97M-V with the def2-TZVPD basis set.

Output
2S+1	1
lowest unoccupied orbital energy	0.151	Eh
HOMO	-3.222	eV
total charge	-1

CARTESIAN COORDINATES (ANGSTROEM)
S: -1.82 -1.12 -0.78
H: -2.50 -0.05 -0.35
O: 1.83 1.35 -0.27
C: 1.05 0.45 -0.06
O: 0.86 0.00 1.18
H: 0.49 -0.07 -0.84
H: 0.08 -0.56 1.11

Atom charges from the natural (NBO) analysis, given in e for atoms 1 to 5: -1.041 0.093 -0.634 0.617 -0.706

Entry 12:
Computed, not measured: the molecule C5H10O2, with ωB97M-V with the def2-TZVPD basis set.

Output
2S+1	1
lowest unoccupied orbital energy	0.030	Eh
SMILES string	C[C@@H](O)CCC=O
HOMO	-9.976	eV

CARTESIAN COORDINATES (ANGSTROEM)
C: -1.53 0.46 -0.17
C: -0.76 -0.78 -0.61
O: -0.40 -0.73 -1.98
C: 0.45 -1.12 0.29
C: 1.09 0.07 1.03
C: 1.08 1.39 0.28
O: 1.02 2.47 0.82
H: -2.02 0.26 0.79
H: -0.93 1.36 -0.03
H: -2.28 0.72 -0.93
H: -1.47 -1.62 -0.55
H: 0.51 -0.42 -2.06
H: 0.14 -1.85 1.05
H: 1.19 -1.64 -0.33
H: 2.15 -0.15 1.23
H: 0.62 0.26 2.00
H: 1.13 1.32 -0.83

Atom charges from the natural (NBO) analysis, given in e for atoms 1 to 5: -0.638 0.094 -0.715 -0.433 -0.528

Entry 13:
Computed, not measured: a structure of composition C14H19Cl2NO4Ru, with ωB97M-V with the def2-TZVPD basis set.

Output
2S+1	2
⟨S²⟩	1.21
lowest unoccupied orbital energy (alpha / beta)	-0.248 / -0.219	Eh
HOMO (alpha / beta)	-11.681 / -11.703	eV
total charge	+1

CARTESIAN COORDINATES (ANGSTROEM)
Ru: -0.50 -2.46 0.44
Cl: 1.76 -3.21 1.50
C: 2.11 -4.29 0.13
Cl: 0.96 -3.91 -1.17
H: 1.96 -5.33 0.45
H: 3.12 -4.12 -0.23
N: -2.65 -1.30 0.07
C: -3.90 -2.04 -0.10
C: -4.10 -3.09 0.98
C: -3.08 -4.29 0.77
O: -3.55 -5.33 0.38
O: -1.89 -3.99 1.06
H: -2.66 -0.77 0.94
H: -2.47 -0.68 -0.71
H: -3.89 -2.52 -1.09
H: -4.76 -1.36 -0.07
H: -5.10 -3.50 0.94
H: -3.90 -2.67 1.97
C: 2.58 5.36 -0.53
C: 2.03 3.98 -0.36
C: 2.56 3.09 0.56
C: 2.09 1.78 0.65
C: 2.74 0.81 1.57
C: 1.01 1.39 -0.17
C: 0.48 2.26 -1.13
C: -0.64 1.87 -2.04
C: 0.98 3.56 -1.19
C: 0.42 0.03 0.02
O: 0.13 -0.34 1.19
O: 0.20 -0.71 -0.97
H: 3.29 5.59 0.26
H: 1.78 6.10 -0.53
H: 3.08 5.44 -1.49
H: 3.36 3.40 1.20
H: 3.65 1.23 1.99
H: 2.97 -0.11 1.04
H: 2.06 0.56 2.38
H: -1.59 1.97 -1.54
H: -0.53 0.83 -2.36
H: -0.64 2.51 -2.92
H: 0.56 4.25 -1.90

Atom charges from the natural (NBO) analysis, given in e for atoms 1 to 5: 1.265 0.121 -0.387 0.108 0.264

Entry 14:
Computed, not measured: a cluster of 11 separate species, C31H84O11 in total, with ωB97M-V with the def2-TZVPD basis set.

Output
2S+1	1
lowest unoccupied orbital energy	0.011	Eh
SMILES string	CC(C)O.CC(C)O.CC(C)O.CC(C)O.CC(C)O.CC(C)O.CC(C)O.CC(C)O.CC(C)O.CCO.CCO
HOMO	-9.882	eV

CARTESIAN COORDINATES (ANGSTROEM)
C: 5.73 1.82 8.52
C: 4.62 2.26 7.60
O: 4.10 1.14 6.90
H: 5.37 1.27 9.39
H: 6.32 2.62 8.95
H: 6.49 1.13 8.15
H: 4.92 2.81 6.71
H: 3.93 3.00 8.01
H: 3.15 1.16 6.83
C: 6.54 -0.15 -5.10
C: 5.51 -0.57 -6.16
O: 4.25 -0.13 -5.78
H: 6.10 0.68 -4.55
H: 7.48 0.11 -5.58
H: 6.76 -0.94 -4.38
H: 5.42 -1.65 -6.25
H: 5.79 -0.20 -7.15
H: 4.35 0.83 -5.75
C: 1.90 -0.88 -0.27
C: 0.87 -0.97 0.84
C: -0.21 -0.02 0.65
O: 0.40 -2.32 0.74
H: 1.52 -1.03 -1.28
H: 2.78 -1.50 -0.09
H: 2.26 0.15 -0.31
H: 1.35 -0.84 1.81
H: 0.23 0.97 0.77
H: -0.97 -0.30 1.38
H: -0.65 0.00 -0.35
H: -0.23 -2.33 0.01
C: 1.21 5.86 -7.11
C: 1.81 5.78 -5.74
C: 0.83 5.28 -4.74
O: 2.88 4.83 -5.77
H: 0.57 6.71 -7.35
H: 0.67 4.97 -7.42
H: 2.09 6.02 -7.74
H: 2.18 6.76 -5.43
H: 1.30 5.12 -3.77
H: 0.32 4.37 -5.06
H: 0.02 5.97 -4.52
H: 3.49 5.13 -6.45
C: -3.87 -1.03 -4.84
C: -4.54 -1.82 -3.73
C: -5.87 -2.43 -4.25
O: -3.72 -2.90 -3.36
H: -3.75 -1.59 -5.77
H: -2.89 -0.71 -4.49
H: -4.51 -0.21 -5.16
H: -4.77 -1.11 -2.93
H: -6.61 -1.71 -4.57
H: -6.37 -3.05 -3.51
H: -5.73 -3.14 -5.06
H: -2.94 -2.96 -3.92
C: 6.05 -7.24 2.43
C: 6.82 -8.35 1.78
C: 8.03 -7.78 1.06
O: 7.27 -9.22 2.71
H: 6.47 -6.93 3.39
H: 5.03 -7.59 2.51
H: 6.08 -6.27 1.92
H: 6.27 -8.87 1.00
H: 8.78 -7.28 1.67
H: 7.78 -7.00 0.35
H: 8.50 -8.50 0.39
H: 8.22 -9.09 2.75
C: -3.15 -0.75 9.64
C: -4.08 -0.26 8.47
C: -3.15 0.44 7.37
O: -4.71 -1.44 7.97
H: -3.43 -1.78 9.89
H: -3.09 -0.08 10.50
H: -2.17 -1.05 9.25
H: -4.84 0.43 8.85
H: -2.43 -0.24 6.92
H: -2.63 1.32 7.74
H: -3.70 0.80 6.51
H: -4.13 -1.76 7.28
C: -0.17 8.06 1.78
C: 0.81 9.15 2.30
C: 0.03 10.53 2.57
O: 1.33 8.79 3.58
H: -0.54 8.27 0.78
H: -0.98 7.79 2.46
H: 0.45 7.16 1.67
H: 1.63 9.11 1.58
H: -0.68 10.49 3.39
H: -0.62 10.72 1.71
H: 0.59 11.46 2.68
H: 1.37 9.57 4.14
C: -0.41 -6.16 5.61
C: -1.89 -6.04 5.31
C: -2.72 -6.48 6.53
O: -2.04 -4.69 5.07
H: 0.00 -7.17 5.58
H: -0.16 -5.69 6.56
H: 0.17 -5.62 4.86
H: -2.10 -6.61 4.40
H: -3.72 -6.08 6.33
H: -2.28 -5.95 7.37
H: -2.74 -7.57 6.57
H: -1.60 -4.44 4.25
C: -6.75 4.44 -0.09
C: -7.72 4.55 -1.30
C: -9.01 3.76 -1.02
O: -8.06 5.88 -1.63
H: -6.50 3.41 0.16
H: -7.09 4.97 0.80
H: -5.86 4.95 -0.47
H: -7.15 4.11 -2.13
H: -8.66 2.74 -0.91
H: -9.62 4.04 -1.89
H: -9.51 4.14 -0.13
H: -8.61 6.26 -0.95
C: -1.19 -4.45 -9.39
C: 0.16 -3.87 -9.07
C: 0.60 -2.74 -10.00
O: 0.14 -3.43 -7.73
H: -2.01 -3.77 -9.16
H: -1.41 -5.20 -8.64
H: -1.19 -4.98 -10.34
H: 0.87 -4.69 -9.12
H: 0.93 -3.21 -10.93
H: 1.42 -2.24 -9.49
H: -0.16 -1.99 -10.20
H: 0.98 -3.06 -7.45

Atom charges from the Mulliken analysis, given in e for atoms 1 to 5: -1.012 -0.216 -0.526 0.277 0.322